Run 1
Computed, not measured: C8H7NS in the gas phase, with ωB97M-V with the def2-TZVPD basis set.

Last column: Mulliken charge in e.
Geometry (Å):
1 N 2.2709 2.0159 -0.6553  -0.332
2 C 2.2683 0.9362 -0.4884  0.298
3 S 2.2537 -0.7721 -0.1977  -0.081
4 C 0.8117 -1.0269 0.9795  -1.262
5 C -0.5024 -0.4549 0.5484  0.964
6 C -0.9607 0.8197 0.9342  -0.246
7 C -2.1487 1.2428 0.4515  -0.317
8 C -2.9609 0.4917 -0.4133  -0.387
9 C -2.4449 -0.7385 -0.8467  -0.199
10 C -1.2620 -1.2582 -0.3379  -0.594
11 H 0.9474 -1.9779 1.1338  0.542
12 H 1.2407 -0.4443 1.9550  0.300
13 H -0.2471 1.3770 1.7716  0.130
14 H -2.4915 2.1450 0.9149  0.346
15 H -3.9826 0.7262 -0.9257  0.260
16 H -3.3212 -1.4496 -1.4992  0.136
17 H -0.9049 -2.2052 -0.5637  0.442

The SMILES is N#CSCc1ccccc1. The frontier orbital gap comes out at 9.9 eV. The HOMO energy is -0.3474 Ha.

=====

Run 2
Computed, not measured: C8H7NS in the gas phase, with ωB97M-V with the def2-TZVPD basis set.

Last column: Mulliken charge in e.
Geometry (Å):
1 C 0.4122 -2.4854 -0.3714  0.342
2 C 0.4945 -1.2985 -0.2095  -0.624
3 C 0.7385 0.1917 -0.1696  0.089
4 N 1.7629 0.6087 -0.7714  -0.130
5 C 3.0508 0.7531 -0.7109  -0.196
6 S 3.9410 0.3268 0.5978  -0.337
7 C -0.3450 1.0459 0.2519  -0.213
8 C -1.0854 0.5853 1.5101  -0.580
9 C -1.7074 0.4849 0.1775  0.149
10 C -2.6127 -0.1101 -0.5497  -0.647
11 H 0.1600 -3.5349 -0.5197  0.429
12 H 3.5354 1.0855 -1.5254  0.394
13 H -0.0501 2.1760 0.1034  0.311
14 H -0.6768 -0.3119 1.9672  0.272
15 H -1.4650 1.3819 2.1228  0.274
16 H -3.4470 -0.7163 -0.2178  0.247
17 H -2.7062 -0.1826 -1.6853  0.220

The SMILES is C#C/C(=N\C=S)[C@@H]1CC1=C. The frontier orbital gap comes out at 7.5 eV. The HOMO energy is -0.2968 Ha.

=====

run 1 has the most favorable energy; the next structure is 75.4 kcal/mol above.

=====

Run 1
Computed, not measured: C2H6N2O2S in the gas phase, with ωB97M-V with the def2-TZVPD basis set.

Last column: Mulliken charge in e.
Geometry (Å):
1 C -0.2088 -0.6133 -0.0550  -0.498
2 C 0.8886 0.0043 0.9605  -0.674
3 N -0.3547 0.1379 -1.2159  -0.495
4 N -0.9101 1.8783 0.1348  -0.116
5 O 1.4986 2.4698 0.1383  -0.559
6 O -1.9740 1.4615 0.8334  -0.325
7 S 0.5022 1.8774 1.0200  0.544
8 H -0.3635 -1.6285 -0.1555  0.511
9 H -1.1453 -0.4660 0.5639  0.217
10 H 0.8473 -0.2421 1.9360  0.482
11 H 1.9152 -0.0607 0.5483  0.311
12 H 0.4711 0.3248 -1.7400  0.254
13 H -2.7997 1.7648 0.4945  0.348

The frontier orbital gap (spin up / spin down) comes out at 7.7 / 7.7 eV. The HOMO energy (spin up / spin down) is -0.3269 / -0.3269 Ha.

=====

Run 2
Computed, not measured: a 2-piece molecular cluster, C2H6N2O2S overall, with ωB97M-V with the def2-TZVPD basis set.

Last column: Mulliken charge in e.
Geometry (Å):
1 C 1.0879 -0.4264 1.0245  -0.997
2 N 0.3921 -0.0815 -0.2097  0.438
3 N 0.5968 1.1839 -0.7160  -0.912
4 C -0.1703 -1.1220 -0.8552  0.121
5 O -0.4182 -2.1867 -0.3103  -0.543
6 H 0.4790 -1.0343 1.6087  0.384
7 H 2.0843 -0.8295 1.0583  0.350
8 H 1.2251 0.4268 1.6075  0.335
9 H 0.6411 1.2067 -1.7633  0.274
10 H -0.3032 1.6785 -0.5258  0.291
11 H -0.8428 -0.6837 -1.6743  0.299
12 O -2.2741 1.3081 -0.2344  -0.358
13 S -2.4978 0.5602 0.9901  0.319

The SMILES is CN(N)C=O.O=S. The frontier orbital gap (spin up / spin down) comes out at 7.4 / 7.5 eV. The HOMO energy (spin up / spin down) is -0.3371 / -0.3416 Ha.

=====

run 2 has the most favorable energy; the next structure is 75.0 kcal/mol above.

=====

Run 1
Computed, not measured: a 2-piece molecular cluster, C5H6N2S overall, with ωB97M-V with the def2-TZVPD basis set.

Last column: Mulliken charge in e.
Geometry (Å):
1 C 2.2960 1.0383 -0.7296  0.306
2 C -1.5875 -1.0644 0.2502  -0.298
3 C -2.6456 -0.3308 -0.1057  -0.048
4 C -0.6646 -0.4065 1.0706  -0.508
5 C 2.3279 -0.4032 -0.5669  -0.407
6 N 2.6440 2.1308 -0.7211  -0.432
7 N -1.0411 0.7847 1.2571  -0.062
8 S -2.5512 1.3138 0.4859  -0.023
9 H -1.6888 -2.0892 -0.1817  0.299
10 H -3.5958 -0.4106 -0.6583  0.354
11 H 2.6929 -0.7400 -1.5493  0.261
12 H 1.2619 -0.7061 -0.2374  0.015
13 H 2.9433 -0.6501 0.2120  0.246
14 H -0.3915 1.5333 1.4741  0.296

The frontier orbital gap comes out at 9.0 eV. The HOMO energy is -0.3165 Ha.

=====

Run 2
Computed, not measured: C5H6N2S in the gas phase, with ωB97M-V with the def2-TZVPD basis set.

Last column: Mulliken charge in e.
Geometry (Å):
1 C 0.5166 0.6642 -0.9436  0.129
2 C 1.5535 0.7018 -1.8026  -0.759
3 C 1.5752 -2.0049 -1.7420  0.520
4 C -0.9375 0.7180 1.5048  -0.726
5 C -0.9225 -0.2596 0.5674  -0.158
6 N 0.9853 -3.0604 -1.8049  -0.405
7 N 0.0061 -0.4136 -0.4477  -0.497
8 S 2.3382 -0.7468 -2.4122  -0.096
9 H 0.2542 1.6954 -0.7534  0.331
10 H 1.8811 1.4819 -2.3314  0.428
11 H -1.8344 0.7397 2.0715  0.265
12 H -0.1512 1.5966 1.5813  0.227
13 H -1.7375 -0.8896 0.6478  0.419
14 H 0.6966 -3.6537 -0.9720  0.322

The frontier orbital gap (spin up / spin down) comes out at 6.5 / 6.5 eV. The HOMO energy (spin up / spin down) is -0.2620 / -0.2621 Ha.

=====

Run 3
Computed, not measured: a 2-piece molecular cluster, C5H6N2S overall, with ωB97M-V with the def2-TZVPD basis set.

Last column: Mulliken charge in e.
Geometry (Å):
1 C 0.5509 -1.0311 0.4141  -1.001
2 C 0.0238 0.3591 0.1390  0.321
3 C -0.3681 1.1672 1.1342  -0.213
4 S -0.8236 2.6736 0.5154  -0.132
5 C -0.1962 2.2393 -1.0075  -0.002
6 N 0.1584 0.9763 -1.0757  -0.627
7 H 0.1583 -1.6745 -0.4215  0.204
8 H 1.6140 -1.0886 0.4239  0.376
9 H 0.4275 -1.4892 1.4949  0.275
10 H -0.5172 0.8298 2.1357  0.382
11 H -0.1338 3.0575 -1.7056  0.405
12 C -2.9902 -1.1538 -0.6793  0.024
13 N -3.2041 -0.8358 0.4102  -0.350
14 H -2.9418 -1.4148 -1.6227  0.340

The SMILES is Cc1cscn1.C#N. The frontier orbital gap comes out at 9.9 eV. The HOMO energy is -0.3342 Ha.

=====

Run 4
Computed, not measured: C5H6N2S in the gas phase, with ωB97M-V with the def2-TZVPD basis set.

Last column: Mulliken charge in e.
Geometry (Å):
1 C -2.1659 0.2810 -0.1062  -1.207
2 C -0.8034 0.1161 0.3637  0.607
3 N -0.2050 -0.9774 0.6326  -0.534
4 C 1.0680 -1.2927 0.8016  -0.024
5 C 2.0677 -0.6981 0.1735  -0.432
6 N 1.8911 0.2031 -0.8858  -0.460
7 C 1.0223 1.0703 -0.8147  -0.012
8 S 0.2086 1.7490 0.6477  -0.166
9 H -2.5372 -0.3297 -0.9016  0.338
10 H -2.4843 1.1813 -0.5277  0.425
11 H -2.9204 0.2288 0.7092  0.289
12 H 1.0910 -2.1295 1.5173  0.371
13 H 2.9970 -1.1268 0.0772  0.406
14 H 0.7707 1.7244 -1.6868  0.398

The SMILES is CC1=NC=CN=CS1. The frontier orbital gap comes out at 9.4 eV. The HOMO energy is -0.3209 Ha.

=====

run 3 has the most favorable energy; the next structure is 19.6 kcal/mol above.

=====

Run 1
Computed, not measured: C3H5NO2 in the gas phase, with ωB97M-V with the def2-TZVPD basis set.

Last column: Mulliken charge in e.
Geometry (Å):
1 C -1.1569 -0.8470 -0.9973  -0.916
2 C -0.3637 -0.3937 -0.0328  0.700
3 O -0.3355 -0.8940 1.2382  -0.513
4 C 0.4940 0.9969 -0.2487  0.289
5 N 1.4809 0.8909 0.6323  -0.398
6 O 0.4046 1.6704 -1.2348  -0.572
7 H -1.8943 -1.6191 -0.8300  0.250
8 H -1.1706 -0.3526 -1.9517  0.298
9 H -0.9005 -1.6764 1.2980  0.306
10 H 1.3542 0.4319 1.5184  0.275
11 H 2.0880 1.7926 0.6085  0.279

The SMILES is C=C(O)C(N)=O. The frontier orbital gap comes out at 10.0 eV. The HOMO energy is -0.3422 Ha.

=====

Run 2
Computed, not measured: a 2-piece molecular cluster, C3H5NO2 overall, with ωB97M-V with the def2-TZVPD basis set.

Last column: Mulliken charge in e.
Geometry (Å):
1 C -0.6347 -1.4137 -0.4502  -0.651
2 C -0.3895 -0.1099 -0.2051  0.352
3 C -0.9036 1.2173 0.1456  -0.767
4 N 1.8882 -0.2342 0.4082  0.658
5 O 2.2749 -1.2619 0.0317  -0.479
6 O 2.3526 0.7816 0.7434  -0.489
7 H 0.1223 -2.1626 -0.7050  0.284
8 H -1.6478 -1.5634 -0.6735  0.291
9 H -1.2317 1.8628 -0.7418  0.252
10 H -0.0620 1.7454 0.6270  0.271
11 H -1.7686 1.1385 0.8196  0.277

The frontier orbital gap (spin up / spin down) comes out at 9.0 / 8.1 eV. The HOMO energy (spin up / spin down) is -0.3273 / -0.3083 Ha.

=====

Run 3
Computed, not measured: C3H5NO2 in the gas phase, with ωB97M-V with the def2-TZVPD basis set.

Last column: Mulliken charge in e.
Geometry (Å):
1 H 2.1116 1.4923 0.1258  0.229
2 N 1.2629 0.9354 0.1642  -0.566
3 C 1.3055 0.0089 -0.6928  0.115
4 O 0.3033 -0.8624 -0.8910  -0.348
5 C -0.7532 -0.8729 0.0738  -0.340
6 C -1.2761 0.4740 0.5672  0.126
7 O -1.7178 0.5795 1.6847  -0.481
8 H 2.1285 -0.2082 -1.3781  0.379
9 H -0.4570 -1.4490 0.9550  0.281
10 H -1.5795 -1.3876 -0.4312  0.272
11 H -1.3281 1.2901 -0.1775  0.334

The SMILES is [H]/N=C/OCC=O. The frontier orbital gap comes out at 10.6 eV. The HOMO energy is -0.3593 Ha.

=====

run 1 has the most favorable energy; the next structure is 7.2 kcal/mol above.